1.
Molecular formula: C4H4ClNO
Method: DFT, wB97M-V/def2-TZVPD

Each line ends with the natural charge from an NBO analysis.
Element x y z (Å)
Cl1 -1.078 -2.143 -0.084  -0.086
C1 0.367 -1.232 -0.801  -0.353
C2 0.417 0.180 -0.230  -0.223
C3 0.240 0.587 1.089  -0.030
N1 0.314 1.916 1.259  -0.112
O1 0.514 2.406 -0.024  -0.268
C4 0.584 1.363 -0.850  0.162
H1 0.227 -1.269 -1.910  0.232
H2 1.267 -1.911 -0.647  0.236
H3 0.180 -0.004 2.025  0.233
H4 0.688 1.577 -1.913  0.210

The calculation puts the HOMO energy at -0.372 hartree. As for the spin multiplicity: 1. As for the LUMO energy: 0.742 eV. As for the SMILES: ClCc1cnoc1. As for the orbital gap: 10.9 eV.

2.
Molecular formula: C4H4ClNO2
Method: DFT, wB97M-V/def2-TZVPD

Each line ends with the natural charge from an NBO analysis.
Element x y z (Å)
C1 0.254 0.718 0.213  -0.042
C2 1.647 0.571 0.025  0.129
C3 2.270 -0.629 0.480  -0.117
C4 -0.050 -1.640 -0.379  0.347
N1 -0.501 -0.513 0.202  -0.602
O1 2.501 1.603 -0.212  -0.691
O2 -0.911 -2.605 0.042  -0.704
Cl1 3.810 -0.963 0.001  0.093
H1 -0.237 1.650 -0.122  0.202
H2 -1.420 -0.500 0.564  0.399
H3 2.187 2.499 -0.324  0.493
H4 -0.726 -3.368 -0.449  0.492

The calculation puts the HOMO energy at -0.288 hartree. As for the spin multiplicity: 1. As for the LUMO energy: -0.591 eV. As for the orbital gap: 7.3 eV.

3.
Molecular formula: C4H4ClNO2S
Method: DFT, wB97M-V/def2-TZVPD

Each line ends with the Mulliken spin population.
Element x y z (Å)
C1 0.243 -1.454 -1.204  -0.050
C2 1.270 -0.464 0.981  0.858
C3 2.082 0.265 -0.035  0.025
C4 0.880 -0.604 -0.272  0.615
N1 -0.121 -2.308 -1.903  0.352
O1 -2.826 1.646 -1.236  0.002
O2 -1.288 1.442 0.845  0.022
S1 -2.028 0.735 -0.485  0.003
Cl1 -3.256 -0.724 0.318  0.008
H1 1.323 -0.778 2.038  -0.007
H2 -1.378 0.887 1.515  -0.005
H3 2.090 1.439 -0.148  0.097
H4 3.007 -0.084 -0.414  0.081

The calculation puts the HOMO energy (spin up / spin down) at -0.257 / -0.379 hartree. As for the spin multiplicity: 3. As for the LUMO energy (spin up / spin down): 0.127 / -3.248 eV. As for the orbital gap (spin up / spin down): 7.1 / 7.1 eV.

Across the entries above, energy relative to the best compared isomer or geometry (same formula, charge and spin) takes the values 34.9 122.5 65.6 kcal/mol, respectively.